Entry 1:
Density functional theory data (ωB97M-V/def2-TZVPD) for a single CHN3O3 molecule at a distorted geometry.

Output
HOMO-LUMO gap, eV: 9.55
SMILES string: O=c1nnon1O
ΔE to the lowest compared entry with this formula, charge and spin, kJ/mol: 154.24
E_LUMO, eV: -0.9

Each line ends with the Mulliken charge.
Element x y z (Å)
C 0.754337 -0.518900 -0.052916  0.494
H -1.732859 -0.872287 0.656229  0.335
N -0.492377 0.075850 -0.504279  0.219
N 1.035972 1.611929 -0.039037  0.051
N 1.638084 0.567870 0.132830  -0.185
O -1.628501 -0.621955 -0.241883  -0.331
O -0.331772 1.410182 -0.337453  -0.099
O 0.757116 -1.652689 0.386507  -0.483

Forces on atoms 1 to 2 (eV/Å):
-3.3256 -1.5696 1.9401
0.5585 -0.1852 2.0691

=====

Entry 2:
Density functional theory data (ωB97M-V/def2-TZVPD) for a 2-piece molecular cluster, CHN3O3 overall at a distorted geometry.

Output
2S+1: 3
HOMO-LUMO gap (alpha / beta), eV: 8.66 / 8.83
ΔE to the lowest compared entry with this formula, charge and spin, kJ/mol: 53.68
E_LUMO (alpha / beta), eV: 0.4 / -2.2

Each line ends with the Mulliken charge.
Element x y z (Å)
C -1.551049 -1.572727 0.072430  0.637
N -2.577320 -2.099116 0.056462  -0.372
N -0.615445 -0.834156 0.391190  -0.379
N -2.781595 0.822382 0.030072  0.884
O -3.561999 0.073732 -0.309948  -0.435
O -2.304210 1.848746 0.166697  -0.484
O 0.287522 -0.303442 -0.546338  -0.258
H 0.550672 0.434923 0.031136  0.406

Forces on atoms 1 to 2 (eV/Å):
-0.3934 -1.1417 -1.1175
-1.7938 -2.1688 -0.2505

=====

Entry 3:
Density functional theory data (ωB97M-V/def2-TZVPD) for a 2-piece molecular cluster, CHN3O3 overall at a distorted geometry.

Output
2S+1: 3
HOMO-LUMO gap (alpha / beta), eV: 10.96 / 7.57
ΔE to the lowest compared entry with this formula, charge and spin, kJ/mol: 171.88
E_LUMO (alpha / beta), eV: 0.0 / -4.6

Each line ends with the Mulliken charge.
Element x y z (Å)
C 2.371448 0.426179 0.211339  0.204
N 2.192703 -0.112200 1.193852  -0.183
N -0.520648 0.165138 -1.189206  -0.179
N -1.142493 -0.680466 -0.287177  1.149
O -1.605841 -1.671133 -0.752065  -0.534
O -1.150479 -0.352698 0.940044  -0.625
O 0.014236 1.192652 -0.574123  -0.243
H -0.158923 1.032531 0.457339  0.411

Forces on atoms 1 to 2 (eV/Å):
0.7300 1.3457 -2.5871
-0.4447 -1.4319 2.6433

=====

Entry 4:
Density functional theory data (ωB97M-V/def2-TZVPD) for a 3-piece molecular cluster, CHN3O4 overall at a distorted geometry.

Output
HOMO-LUMO gap (alpha / beta), eV: 8.20 / 8.04
ΔE to the lowest compared entry with this formula, charge and spin, kJ/mol: 16.80
E_LUMO (alpha / beta), eV: -1.2 / -1.5

Each line ends with the Mulliken charge.
Element x y z (Å)
C 1.400864 -0.163245 -0.165262  0.688
N 0.907779 0.488925 0.733538  -0.549
N -1.248415 -0.858987 -0.833769  0.116
N -0.942895 0.580922 -2.834164  0.868
O 2.051285 -0.714485 -0.958764  -0.410
O -0.453374 1.264666 -2.018972  -0.420
O -1.285757 0.611342 -3.985907  -0.514
O -1.409222 -1.019727 -1.950543  -0.098
H -0.039330 0.334045 0.879145  0.318

Forces on atoms 1 to 2 (eV/Å):
1.1730 0.1452 0.1093
1.5793 -0.0567 -0.4450

=====

Entry 5:
Density functional theory data (ωB97M-V/def2-TZVPD) for a single CHN3OS molecule at a distorted geometry.

Output
HOMO-LUMO gap, eV: 10.64
SMILES string: Sc1nnno1
ΔE to the lowest compared entry with this formula, charge and spin, kJ/mol: 298.48
E_LUMO, eV: 0.2

Each line ends with the Mulliken charge.
Element x y z (Å)
C -0.296974 -0.045031 -0.135094  0.620
H -2.118363 0.986067 0.546482  0.183
N 0.475900 1.012717 -0.193246  -0.316
N 1.745782 0.392122 -0.004800  -0.095
N 1.758167 -0.776248 -0.032100  0.044
O 0.384860 -1.307264 -0.096857  -0.203
S -1.949370 -0.262364 -0.084387  -0.232

Forces on atoms 1 to 2 (eV/Å):
2.6779 -1.8847 -0.4305
-0.1067 -1.2724 -0.8392

=====

Entry 6:
Density functional theory data (ωB97M-V/def2-TZVPD) for CHN3S2 as an isolated structure at a distorted geometry.

Output
HOMO-LUMO gap, eV: 7.54
ΔE to the lowest compared entry with this formula, charge and spin, kJ/mol: 239.16
E_LUMO, eV: -1.3

Each line ends with the Mulliken charge.
Element x y z (Å)
N 0.856632 0.035005 2.526386  -0.306
S 0.266832 -1.960591 -0.631943  -0.203
N -0.702250 0.379446 0.574078  -0.471
N 0.109571 0.283878 1.581166  0.639
S -0.401849 0.397108 -2.015198  -0.141
C -0.419480 -0.455760 -0.540681  0.352
H 0.290544 1.320914 -1.493807  0.130

Forces on atoms 1 to 2 (eV/Å):
-6.1725 2.5453 -7.7739
-1.1141 0.5635 1.1833